w:
10
Properties=species:S:1:pos:R:3:mulliken_charge:R:1 method="wB97M-V/def2-TZVPD" lumo_energy_ha=-0.00503 homo_lumo_gap_ev=7.79
C 0.086 -1.283 0.671 -0.080
C 0.960 -1.440 -0.332 -0.364
N -0.244 -0.080 1.180 -0.445
N -0.841 2.007 -0.618 -0.612
S 1.861 0.007 -0.810 -0.101
S 0.491 1.114 0.506 0.287
H -0.612 -1.962 1.128 0.390
H 1.036 -2.262 -0.957 0.379
H -1.443 1.102 -0.541 0.299
H -1.294 2.798 -0.227 0.247

=====

x:
10
Properties=species:S:1:pos:R:3:mulliken_charge:R:1 method="wB97M-V/def2-TZVPD" lumo_energy_ha=0.02133 smiles="C1=NSCSN1" homo_lumo_gap_ev=8.41
C 0.100 -1.460 0.281 -0.619
C 0.359 1.349 -0.134 0.099
H 0.071 -1.226 1.365 0.323
H 0.047 -2.559 0.171 0.304
H -1.695 1.532 -0.199 0.253
H 0.399 2.434 0.057 0.322
N -0.935 0.855 -0.363 -0.262
N 1.472 0.747 -0.176 -0.436
S -1.406 -0.794 -0.464 0.007
S 1.589 -0.877 -0.538 0.008

=====

Which of them is the most stable? Correct choice: x.

=====

w:
10
Properties=species:S:1:pos:R:3:mulliken_charge:R:1 method="wB97M-V/def2-TZVPD" lumo_energy_ha=-0.00651 homo_lumo_gap_ev=8.50
C 0.396 -0.112 -0.450 0.615
C -1.561 0.577 1.336 -0.190
H 2.347 0.556 -0.305 0.232
H 2.044 -0.665 -1.454 0.234
H -0.082 -1.644 -1.456 0.203
H -1.877 -0.329 0.808 0.334
N 1.667 0.112 -0.926 -0.481
N -0.457 -0.992 -0.764 -0.623
S -0.045 1.172 0.741 -0.110
S -2.431 1.325 2.470 -0.213

=====

x:
10
Properties=species:S:1:pos:R:3:mulliken_charge:R:1 method="wB97M-V/def2-TZVPD" lumo_energy_ha="-0.01430 / -0.01434" homo_lumo_gap_ev="7.45 / 7.44"
C 0.312 0.111 0.637 -0.521
C -1.098 -0.137 0.295 -0.485
N 0.431 -0.412 -1.611 -0.364
N 1.051 0.169 -0.652 0.393
S 2.571 0.746 -0.881 -0.298
S -1.051 -0.928 -1.336 0.062
H 0.514 1.064 1.072 0.326
H 0.556 -0.693 1.240 0.264
H -1.736 -0.757 1.007 0.360
H -1.550 0.837 0.228 0.263

=====

Which of them is the most stable? Correct choice: w.

=====

w:
10
Properties=species:S:1:pos:R:3:mulliken_charge:R:1 method="wB97M-V/def2-TZVPD" lumo_energy_ha="-0.00757 / -0.01825" homo_lumo_gap_ev="7.09 / 8.04"
C -0.225 -1.429 0.698 -0.144
C 0.402 -1.748 -0.453 -0.219
N -0.109 -0.198 1.208 -0.397
N -0.431 2.476 -0.749 -0.632
S 1.502 -0.543 -0.946 -0.051
S 0.845 0.859 0.489 0.233
H -0.854 -1.922 1.322 0.473
H 0.540 -2.874 -0.786 0.280
H -0.324 3.212 -0.118 0.231
H -1.347 2.167 -0.666 0.226

=====

x:
10
Properties=species:S:1:pos:R:3:mulliken_charge:R:1 method="wB97M-V/def2-TZVPD" lumo_energy_ha=-0.02787 homo_lumo_gap_ev=8.45
C -0.447 -0.071 -0.028 0.269
C 0.942 0.383 -0.129 0.181
H -2.256 0.210 -0.809 0.265
H -1.067 1.566 -0.498 0.297
H 0.002 -1.290 1.498 0.271
H 1.411 -1.689 -0.485 0.161
N -1.329 0.517 -0.786 -0.419
N -0.782 -0.872 1.084 -0.625
S 2.263 -0.653 -0.200 -0.132
S 1.262 1.898 0.352 -0.268

=====

y:
10
Properties=species:S:1:pos:R:3:mulliken_charge:R:1 method="wB97M-V/def2-TZVPD" lumo_energy_ha=-0.04246 smiles="[H]/N=C(/N)C(=S)S" homo_lumo_gap_ev=8.11
C 1.192 -0.385 -0.003 0.525
C -0.251 0.146 0.013 0.189
H 3.066 0.202 0.020 0.287
H 1.925 1.523 0.218 0.208
H 0.728 -2.112 -0.688 0.242
H -1.080 -2.089 0.721 0.151
N 2.185 0.532 0.331 -0.460
N 1.525 -1.574 -0.302 -0.678
S -1.595 -1.007 0.091 -0.193
S -0.670 1.708 -0.124 -0.270

=====

Which of them is the most stable? Correct choice: y.

=====

w:
13
Properties=species:S:1:pos:R:3:mulliken_charge:R:1 method="wB97M-V/def2-TZVPD" lumo_energy_ha=0.02506 smiles="C=C/C=C(/C)Cl" homo_lumo_gap_ev=9.36
C 2.212 0.423 0.025 -1.214
C 0.815 -0.065 -0.024 0.731
C -0.294 0.722 0.016 -0.284
C -1.700 0.245 -0.017 -0.062
C -2.241 -1.027 0.016 -0.752
H 2.741 0.001 -0.803 0.343
H 2.290 1.540 -0.143 0.299
H 2.747 0.193 0.885 0.333
H -0.055 1.827 0.057 0.196
H -2.491 1.049 -0.073 0.215
H -1.604 -1.954 0.017 0.176
H -3.304 -1.109 0.047 0.258
Cl 0.883 -1.843 -0.002 -0.237

=====

x:
13
Properties=species:S:1:pos:R:3:mulliken_charge:R:1 method="wB97M-V/def2-TZVPD" lumo_energy_ha=0.00965 homo_lumo_gap_ev=9.20
C 1.472 0.199 0.487 -1.031
C 0.966 0.671 -0.855 0.077
C -0.376 0.573 -1.091 -0.314
C -1.359 0.035 -0.132 0.435
C -1.107 -0.937 0.798 -0.936
H 2.555 0.688 0.810 0.254
H 1.640 -0.954 0.782 0.168
H 0.615 0.383 1.272 0.375
H 1.611 0.666 -1.820 0.270
H -0.748 0.950 -2.037 0.338
H -2.005 -1.109 1.254 0.346
H -0.141 -1.493 0.858 0.253
Cl -3.122 0.329 -0.325 -0.234

=====

y:
13
Properties=species:S:1:pos:R:3:mulliken_charge:R:1 method="wB97M-V/def2-TZVPD" lumo_energy_ha=-0.01155 homo_lumo_gap_ev=8.80
C 1.332 0.910 0.434 -0.866
C 0.467 -1.452 0.161 -0.956
C 0.244 -0.193 0.048 0.886
C 2.820 1.067 0.144 -0.105
C -0.988 0.358 -0.599 -1.261
Cl 3.465 -0.524 -0.169 -0.074
H 0.824 1.847 0.438 0.401
H 1.533 0.854 1.502 0.425
H 1.360 -1.686 0.560 0.341
H -0.112 -2.387 -0.178 0.215
H -1.498 1.068 0.137 0.287
H -1.617 -0.465 -0.701 0.394
H -0.592 0.973 -1.445 0.313

=====

Which of them is the most stable? Correct choice: w.